[1]
Formula: C2H6NO2S
Source: the Open Molecules 2025 dataset
Level of theory: ωB97M-V/def2-TZVPD

Properties
* frontier orbital gap (spin up / spin down): 7.243 / 7.243 eV
* energy relative to the best compared isomer or geometry (same formula, charge and spin): 484.1 kJ/mol
* HOMO level (spin up / spin down): -0.1101 / -0.1101 Eh
* molecular weight: 108.142 g mol⁻¹
* SMILES: CN=[S@@](C)(=O)[O-]
* charge: -1

Positions of all 12 atoms, in Å:
C (1.203, -1.513, -0.194)
N (0.352, -1.239, 0.900)
S (-1.138, 0.020, -0.084)
C (-0.306, 1.571, 0.382)
O (-1.172, 0.090, -1.572)
O (-2.444, 0.229, 0.599)
H (2.125, -1.866, 0.256)
H (1.361, -0.592, -0.821)
H (0.837, -2.269, -0.890)
H (-0.148, 1.477, 1.468)
H (0.562, 1.828, -0.219)
H (-1.234, 2.264, 0.175)



[2]
Formula: C2H6NO3
Source: the Open Molecules 2025 dataset
Level of theory: ωB97M-V/def2-TZVPD

Properties
* frontier orbital gap: 8.096 eV
* energy relative to the best compared isomer or geometry (same formula, charge and spin): 485.9 kJ/mol
* HOMO level: -0.1394 Eh
* molecular weight: 92.074 g mol⁻¹
* charge: -1

Positions of all 12 atoms, in Å:
C (-0.906, 0.987, -0.480)
C (0.560, -0.426, 0.955)
N (-0.836, -0.254, 0.298)
O (-0.686, -1.325, -1.113)
O (1.055, -1.564, 0.775)
O (1.456, 0.597, 0.551)
H (-0.987, 1.897, 0.088)
H (-0.194, 1.007, -1.301)
H (-1.845, 0.687, -0.971)
H (0.238, -0.112, 2.127)
H (0.071, -1.678, -0.818)
H (2.075, 0.183, -0.110)